The following is a DFT calculation (the ωB97M-V functional and the def2-TZVPD basis) of 10 unconnected molecules or ions with the total composition C27H55Br20INO2P.

Geometry as XYZ:
```
107
Properties=species:S:1:pos:R:3:lowdin_charge:R:1
C 0.8656 -0.6046 0.9789 -0.09
C -0.6293 -0.2853 0.9807 -0.48
N -1.3560 -0.6629 1.9266 0.14
C -1.1766 0.5292 -0.1745 -0.26
P -2.2809 1.8755 0.5076 0.85
C -0.9383 3.2009 0.3929 -0.36
C 0.2290 3.0302 1.3836 -0.29
O 0.1864 4.1440 2.3178 -0.11
C -3.8078 0.6456 0.6007 -0.37
C -4.5613 0.8701 1.8897 -0.96
O -5.1535 1.8443 2.0387 0.01
I -4.5536 -0.6154 3.4637 0.74
H 1.3814 0.3263 0.7058 0.06
H 1.0994 -1.3761 0.2417 0.01
H 1.2220 -0.8621 1.9854 -0.06
H -0.8043 -1.1969 2.5959 0.05
H -0.3752 0.9488 -0.7804 0.03
H -1.7482 -0.1447 -0.8181 0.05
H -3.0261 2.6170 -0.4669 0.01
H -2.3981 2.0919 1.9144 0.06
H -1.3992 4.1747 0.5987 0.08
H -0.5522 3.2805 -0.6307 -0.04
H 0.2015 2.0952 1.9559 0.10
H 1.1809 3.1410 0.8561 0.04
H 0.6007 3.7905 3.1137 0.08
H -3.5336 -0.3983 0.4568 0.05
H -4.5167 0.9329 -0.1810 -0.01
Br 2.8748 2.9231 -1.3785 0.67
C 2.3830 1.9070 -2.9582 -0.72
C 1.3828 2.6402 -3.8061 -0.64
Br -0.3816 2.5805 -2.9844 0.74
H 2.0054 0.9548 -2.5985 -0.03
H 3.3104 1.7443 -3.5052 0.06
H 1.2807 2.1525 -4.7739 0.06
H 1.6215 3.6888 -3.9554 0.05
Br -4.2738 1.2557 -2.7085 0.72
C -3.8486 0.5337 -4.4608 -0.66
C -3.6917 -0.9611 -4.3840 -0.68
Br -1.9866 -1.4552 -3.5792 0.63
H -2.9534 1.0420 -4.8075 0.04
H -4.6862 0.8036 -5.1013 0.06
H -3.6787 -1.3988 -5.3814 0.06
H -4.4678 -1.4375 -3.7911 0.01
Br -4.8786 -3.5869 -1.9048 0.51
C -4.4289 -4.3571 -3.6348 -0.63
C -4.2451 -5.8484 -3.5481 -0.67
Br -2.5302 -6.3059 -2.7476 0.61
H -3.5389 -3.8422 -3.9869 0.00
H -5.2694 -4.1126 -4.2829 0.06
H -4.2225 -6.2883 -4.5433 0.06
H -5.0121 -6.3371 -2.9555 0.05
Br 2.3669 -2.3517 3.3642 0.77
C 2.2305 -4.2954 3.3523 -0.65
C 0.8744 -4.7426 2.8738 -0.69
Br -0.4789 -4.5129 4.2528 0.62
H 2.4643 -4.6345 4.3566 0.05
H 3.0083 -4.6328 2.6698 0.06
H 0.8811 -5.8079 2.6522 0.06
H 0.5308 -4.1956 2.0006 0.03
Br 2.9942 -1.5771 -2.8543 0.67
C 2.8057 -3.4770 -2.4699 -0.67
C 1.4067 -3.9588 -2.7404 -0.74
Br 0.1742 -3.4213 -1.3310 0.65
H 3.1141 -3.6219 -1.4390 0.06
H 3.5143 -3.9728 -3.1310 0.01
H 1.3745 -5.0441 -2.7449 0.02
H 0.9992 -3.5839 -3.6713 0.00
Br 4.5252 -6.5719 -4.4758 0.63
C 3.7616 -6.4011 -6.2589 -0.68
C 2.7919 -5.2528 -6.3335 -0.67
Br 1.0922 -5.7020 -5.4968 0.69
H 3.3065 -7.3567 -6.5000 0.05
H 4.6100 -6.2286 -6.9182 0.06
H 2.5489 -5.0236 -7.3690 0.06
H 3.1585 -4.3550 -5.8437 0.05
Br -0.3779 7.8165 -0.1945 0.60
C 0.2388 7.4690 1.6206 -0.70
C 1.2286 8.5064 2.0737 -0.71
Br 2.9861 8.2156 1.2822 0.58
H 0.6415 6.4606 1.6275 0.03
H -0.6578 7.4998 2.2367 0.06
H 1.3895 8.4351 3.1479 -0.05
H 0.9322 9.5196 1.8184 0.05
Br 7.6838 -0.6628 3.0566 0.60
C 6.2276 0.4614 3.6932 -0.69
C 4.9120 0.0549 3.0852 -0.74
Br 4.7425 0.6606 1.2449 0.61
H 6.5001 1.4880 3.4688 0.05
H 6.2091 0.3204 4.7722 0.06
H 4.0853 0.5294 3.6118 0.05
H 4.7596 -1.0222 3.0719 -0.02
Br 4.6053 7.2034 7.4400 0.60
C 4.3961 8.3595 5.8878 -0.70
C 3.2129 9.2776 6.0388 -0.68
Br 1.5366 8.3355 5.7329 0.67
H 4.3212 7.7120 5.0193 0.05
H 5.3189 8.9332 5.8318 0.06
H 3.2417 10.0618 5.2845 0.06
H 3.1455 9.7284 7.0239 0.05
Br -5.8091 -3.5298 -0.0341 0.50
C -6.7728 -3.8423 1.6266 -0.63
C -5.9165 -4.5642 2.6315 -0.70
Br -5.7607 -6.4594 2.2094 0.60
H -7.6777 -4.3842 1.3696 0.05
H -7.0365 -2.8522 1.9942 0.04
H -6.3746 -4.5283 3.6180 0.06
H -4.9069 -4.1687 2.6881 0.03
```

**Total charge**: 0



The following is a DFT calculation (the ωB97M-V functional and the def2-TZVPD basis) of 12 unconnected molecules or ions with the total composition C32H70N2O40S10.

Geometry as XYZ:
```
154
Properties=species:S:1:pos:R:3:lowdin_charge:R:1
O 17.6644 -27.8237 55.8114 -0.23
S 17.9762 -26.6564 55.0149 0.75
O 19.0638 -26.7815 54.0481 -0.24
O 16.5315 -26.0777 54.3690 -0.21
C 15.8704 -25.3315 55.3107 -0.22
C 16.9998 -24.4539 55.9026 -0.18
O 18.1401 -25.2962 55.9682 -0.19
H 15.0458 -24.7621 54.8819 0.11
H 15.6066 -26.0042 56.1268 0.12
H 16.7857 -23.9347 56.8367 0.12
H 17.2046 -23.6229 55.2276 0.11
O 14.2877 -26.2897 48.9852 -0.22
S 14.1554 -26.0789 50.4104 0.75
O 13.7370 -24.7774 50.9536 -0.26
O 13.1799 -27.2550 51.0592 -0.18
C 13.7623 -27.9726 52.0327 -0.23
C 15.2704 -27.9266 51.8235 -0.15
O 15.4463 -26.6404 51.2759 -0.21
H 13.4502 -27.6036 53.0097 0.13
H 13.4800 -29.0156 51.8886 0.14
H 15.7023 -28.6801 51.1649 0.14
H 15.7965 -27.9226 52.7781 0.12
O 18.3488 -18.0972 47.8293 -0.25
S 18.0831 -17.4648 49.1383 0.72
O 17.5271 -18.2529 50.2261 -0.25
O 19.5042 -16.7468 49.5830 -0.21
C 19.5265 -15.4414 49.0483 -0.18
C 18.0855 -14.9494 48.9838 -0.18
O 17.2137 -16.0747 48.9202 -0.21
H 20.1832 -14.8912 49.7221 0.14
H 19.9646 -15.5555 48.0568 0.13
H 17.8722 -14.3092 48.1278 0.14
H 17.8782 -14.4317 49.9203 0.13
O 13.1877 -26.1190 57.2935 -0.25
S 13.2433 -24.7073 57.7176 0.71
O 12.6586 -23.7752 56.7908 -0.23
O 12.7528 -24.7247 59.3251 -0.16
C 13.7866 -24.1692 60.1231 -0.21
C 14.7202 -23.3724 59.2675 -0.14
O 14.7451 -24.2354 58.1126 -0.25
H 13.3786 -23.4489 60.8322 0.14
H 14.3377 -24.9392 60.6628 0.14
H 15.6943 -23.2486 59.7406 0.15
H 14.2659 -22.4908 58.8152 0.13
O 11.9825 -15.2846 52.4683 -0.26
S 13.2668 -15.6635 51.8078 0.79
O 14.2107 -16.6630 52.3963 -0.26
O 12.8877 -16.1505 50.2686 -0.21
C 13.7459 -15.4303 49.3480 -0.16
C 14.3127 -14.2287 49.9884 -0.21
O 14.0644 -14.2780 51.3557 -0.18
H 14.5656 -16.1279 49.1759 0.11
H 13.1591 -15.3877 48.4304 0.15
H 13.9585 -13.2693 49.6113 0.14
H 15.3935 -14.2037 49.8486 0.11
O 8.6788 -25.8567 54.0037 -0.24
S 9.9014 -25.4104 54.6367 0.72
O 9.9673 -25.5390 56.1004 -0.25
O 11.2254 -25.9967 53.9542 -0.20
C 11.8535 -25.1559 53.0422 -0.20
C 11.5334 -23.7379 53.5507 -0.18
O 10.2444 -23.8404 54.1186 -0.19
H 12.8805 -25.4306 53.2830 0.11
H 11.5973 -25.3736 52.0054 0.13
H 11.5585 -23.0302 52.7221 0.14
H 12.2857 -23.5290 54.3114 0.09
O 14.5151 -23.0366 53.1015 -0.24
S 14.5912 -21.9619 54.0669 0.71
O 14.8199 -22.1772 55.4675 -0.23
O 15.7793 -20.8706 53.6184 -0.21
C 15.2083 -19.7448 52.9639 -0.15
C 13.6812 -19.9947 52.7363 -0.17
O 13.4547 -20.7631 53.8535 -0.21
H 15.3093 -18.8487 53.5761 0.12
H 15.8143 -19.6062 52.0685 0.12
H 13.3044 -20.5149 51.8557 0.11
H 13.0588 -19.1221 52.9345 0.11
O 18.3919 -16.2179 52.6991 -0.26
S 18.8798 -17.0640 53.8207 0.78
O 18.7469 -16.5950 55.2157 -0.26
O 18.2293 -18.5921 53.7561 -0.22
C 19.1698 -19.5593 53.2759 -0.17
C 20.3389 -18.7985 52.6685 -0.17
O 20.4169 -17.6825 53.5432 -0.20
H 19.3844 -20.2574 54.0850 0.13
H 18.7443 -20.1334 52.4528 0.10
H 20.2601 -18.5002 51.6231 0.11
H 21.2461 -19.3883 52.7999 0.14
O 20.2476 -22.8920 49.2648 -0.22
S 19.4065 -22.0310 50.0616 0.79
O 19.4644 -20.5344 49.8537 -0.27
O 17.8370 -22.5998 50.1385 -0.22
C 17.6580 -23.6082 51.2013 -0.12
C 18.8942 -23.5713 52.0257 -0.23
O 19.4915 -22.3818 51.7046 -0.22
H 16.7659 -23.3045 51.7489 0.12
H 17.4797 -24.5799 50.7406 0.13
H 19.5526 -24.4128 51.8102 0.14
H 18.6752 -23.5665 53.0934 0.13
O 8.5267 -18.5907 52.9446 -0.22
S 9.9127 -18.9295 53.0374 0.67
O 10.6735 -18.8866 51.8155 -0.23
O 10.6160 -18.1511 54.2937 -0.22
C 10.1534 -18.7130 55.5340 -0.12
C 10.1963 -20.2605 55.2380 -0.13
O 10.0871 -20.3747 53.8111 -0.23
H 10.7824 -18.3804 56.3598 0.14
H 9.1203 -18.3668 55.5642 0.12
H 9.4079 -20.9339 55.5742 0.14
H 11.1823 -20.6548 55.4840 0.11
C 16.2059 -21.6586 47.2367 -0.06
C 15.1784 -21.2173 48.3326 -0.25
N 13.8330 -21.0663 47.8376 -0.18
C 12.9348 -20.6258 48.8708 -0.27
C 13.1386 -19.1367 49.1228 -0.08
C 13.2406 -22.1606 47.0430 -0.23
C 13.4075 -23.5054 47.7209 -0.10
H 16.0657 -22.7344 47.1313 0.05
H 17.2302 -21.4022 47.5074 0.06
H 15.9222 -21.2283 46.2763 0.07
H 15.2678 -22.0127 49.0725 0.09
H 15.5724 -20.3581 48.8755 0.10
H 11.8935 -20.6981 48.5567 0.12
H 13.0071 -21.2313 49.7743 0.10
H 14.1907 -18.9315 49.3207 0.06
H 12.8384 -18.5815 48.2342 0.08
H 12.5280 -18.8871 49.9905 0.05
H 13.7939 -22.1907 46.1044 0.10
H 12.1848 -22.0085 46.8192 0.11
H 14.4651 -23.7690 47.7114 0.06
H 12.8320 -24.2485 47.1689 0.08
H 12.9362 -23.4474 48.7020 0.06
C 17.1765 -20.6138 57.2300 -0.09
C 17.7339 -19.2266 57.2542 -0.26
N 17.6817 -18.5480 58.5681 -0.18
C 17.4573 -17.1043 58.3697 -0.24
C 16.0430 -16.8200 57.8242 -0.09
C 18.6951 -19.0175 59.5270 -0.24
C 20.1430 -18.6818 59.1351 -0.09
H 17.7442 -21.2795 57.8801 0.06
H 17.3465 -21.0652 56.2526 0.06
H 16.1362 -20.7489 57.5258 0.07
H 18.7760 -19.2854 56.9400 0.10
H 17.2328 -18.7362 56.4196 0.10
H 17.3392 -16.6506 59.3537 0.11
H 18.2823 -16.7116 57.7754 0.09
H 15.7000 -15.7884 57.9035 0.07
H 15.9685 -16.9033 56.7399 0.06
H 15.2686 -17.3791 58.3495 0.08
H 18.5576 -20.0777 59.7394 0.10
H 18.6709 -18.4277 60.4434 0.10
H 20.1168 -17.6626 58.7495 0.07
H 20.5111 -19.4098 58.4122 0.06
H 20.8193 -18.7265 59.9888 0.07
```

**ΔE to the lowest compared entry with this formula, charge and spin**: 128.2 kcal per mole
**Total charge**: 0
**SMILES**: O=S1(=O)OCCO1.O=S1(=O)OCCO1.O=S1(=O)OCCO1.O=S1(=O)OCCO1.O=S1(=O)OCCO1.O=S1(=O)OCCO1.O=S1(=O)OCCO1.O=S1(=O)OCCO1.O=S1(=O)OCCO1.O=S1(=O)OCCO1.CCN(CC)CC.CCN(CC)CC



no.,molecular weight (g/mol),HOMO-LUMO gap (eV)
1,2181.70,7.95
2,1443.56,7.92